[1]
ORCA calculation (ωB97M-V/def2-TZVPD) on 2 unconnected molecules or ions with the total composition CHNO3S in a non-equilibrium geometry.

Cartesian coordinates (Å):
O (2.19615, 0.29155, -1.03231)
S (1.47710, -0.37552, 0.02813)
O (1.94596, -0.36216, 1.36887)
O (0.36204, -1.18580, -0.29129)
C (-1.98311, 0.49856, -0.02060)
N (-1.67336, 1.57432, 0.25891)
H (-2.32479, -0.44094, -0.31172)

The SMILES is O=S(=O)=O.C#N. The value obtained for the gap between HOMO and LUMO is 11.55 eV. The relative energy (zero: lowest compared OMol25 entry of this formula, charge and spin) is 167.2 kJ/mol. For the max |F|, the calculation gives 2.29 eV Å⁻¹. As for the multiplicity: 1.

=====

[2]
ORCA calculation (ωB97M-V/def2-TZVPD) on a molecular structure, C48H48Li2O20S in a non-equilibrium geometry.

Cartesian coordinates (Å):
Li (52.16200, 40.99300, 27.75200)
Li (48.87900, 36.88600, 26.89900)
S (51.92000, 37.93800, 26.70200)
O (51.93300, 38.19400, 25.30300)
O (52.22400, 39.26700, 27.24300)
O (50.56600, 37.64800, 27.24500)
O (52.91400, 36.98900, 27.09400)
C (56.87400, 39.05500, 22.35800)
C (56.05400, 38.00700, 22.89200)
C (55.04600, 38.34800, 23.80700)
C (54.87700, 39.67500, 24.14800)
C (55.76500, 40.72700, 23.74200)
C (56.73900, 40.40000, 22.80600)
O (57.49200, 41.40800, 22.42600)
O (54.21400, 37.27400, 24.29500)
H (57.64400, 39.00000, 21.70500)
H (55.96900, 36.83900, 22.61400)
H (54.15800, 39.80700, 24.75100)
H (55.51600, 41.64200, 24.44800)
H (57.05400, 42.16600, 22.60400)
H (53.31700, 37.71700, 24.68900)
C (50.05500, 36.81500, 21.26000)
C (49.97800, 35.54600, 20.69100)
C (50.65400, 34.46000, 21.17900)
C (51.29900, 34.68400, 22.43200)
C (51.36600, 35.91900, 23.04000)
C (50.75700, 37.03900, 22.43700)
O (50.73800, 38.18700, 23.11300)
O (50.51600, 33.22900, 20.60700)
H (49.59700, 37.48100, 20.64000)
H (49.35100, 35.50100, 19.67500)
H (51.49800, 33.94100, 22.93600)
H (51.76700, 35.90600, 24.02500)
H (51.18700, 38.21600, 23.92200)
H (50.39900, 33.16500, 19.74100)
C (48.16600, 42.79200, 23.81600)
C (49.54000, 42.46500, 23.93700)
C (49.95300, 41.24700, 24.41000)
C (48.88600, 40.31800, 24.73200)
C (47.54000, 40.75500, 24.76200)
C (47.19500, 42.02300, 24.34700)
O (45.92600, 42.31200, 24.33600)
O (51.28400, 40.74700, 24.39900)
H (48.10300, 43.89400, 23.36400)
H (50.26900, 43.20300, 23.73400)
H (49.18300, 39.29000, 25.24000)
H (46.61100, 40.18600, 25.02600)
H (45.77200, 42.69000, 23.50400)
H (51.35500, 39.86500, 24.77300)
C (56.11300, 35.04900, 25.20700)
C (57.18500, 34.62400, 24.44100)
C (57.15400, 33.27700, 24.02100)
C (56.05500, 32.45000, 24.13500)
C (54.86500, 32.89700, 24.84400)
C (54.87800, 34.29200, 25.21600)
O (53.72300, 34.83800, 25.78800)
O (58.29700, 32.74100, 23.41600)
H (55.95800, 36.12200, 25.37700)
H (57.77400, 35.42900, 24.12200)
H (56.13400, 31.42300, 23.86200)
H (54.00200, 32.40200, 25.09900)
H (53.97700, 35.70700, 26.17000)
H (58.17800, 31.86300, 23.27000)
C (57.36600, 39.22600, 30.30600)
C (56.97300, 38.56800, 29.18300)
C (55.73200, 37.80800, 29.19800)
C (54.94700, 37.84900, 30.39900)
C (55.43900, 38.51200, 31.54400)
C (56.64400, 39.15700, 31.52000)
O (57.14700, 39.76100, 32.62400)
O (55.21400, 37.12400, 28.09700)
H (58.30400, 39.75300, 30.39800)
H (57.45800, 38.47200, 28.39200)
H (53.91500, 37.44000, 30.57000)
H (55.00200, 38.49100, 32.33400)
H (56.72800, 39.29800, 33.39400)
H (54.24900, 37.20900, 27.85200)
C (56.58500, 41.66100, 27.38700)
C (57.54000, 42.62300, 27.08900)
C (57.22100, 43.86300, 26.44000)
C (55.90300, 44.09800, 26.05100)
C (54.92400, 43.15500, 26.24600)
C (55.22700, 41.96500, 26.96400)
O (54.33200, 41.03800, 27.20900)
O (58.24400, 44.71700, 26.22600)
H (56.95000, 40.76800, 27.87400)
H (58.57100, 42.51700, 27.34900)
H (55.71700, 45.02300, 25.68600)
H (53.92800, 43.40000, 26.07600)
H (54.52400, 40.16500, 27.36200)
H (58.01000, 45.48100, 25.95200)
C (50.63100, 37.41300, 30.39800)
C (50.81700, 36.70200, 31.66400)
C (50.47800, 37.30100, 32.95000)
C (50.17200, 38.71500, 33.03800)
C (49.87400, 39.41200, 31.84100)
C (50.15800, 38.70300, 30.55800)
O (50.03200, 39.32900, 29.40400)
O (50.76500, 36.63300, 34.07700)
H (51.04400, 37.08500, 29.52800)
H (51.20700, 35.55200, 31.58500)
H (50.28100, 39.19100, 34.08000)
H (49.54700, 40.44600, 31.81400)
H (50.18400, 38.63500, 28.60200)
H (51.31500, 35.91100, 33.99800)
C (54.23800, 33.96700, 30.30700)
C (53.50100, 34.56200, 29.21200)
C (52.19000, 34.16800, 28.96200)
C (51.62300, 33.41900, 29.81500)
C (52.15100, 32.83500, 30.89500)
C (53.54100, 33.16000, 31.23500)
O (54.17300, 32.64800, 32.30200)
O (51.50200, 34.69300, 27.86200)
H (55.14700, 34.43400, 30.55000)
H (54.06700, 35.04200, 28.45600)
H (50.61500, 32.90300, 29.57200)
H (51.61800, 32.05100, 31.47700)
H (55.07700, 32.96100, 32.43200)
H (52.05000, 35.31100, 27.46300)

The value obtained for the gap between HOMO and LUMO is 5.70 eV. The relative energy (zero: lowest compared OMol25 entry of this formula, charge and spin) is 0.0 kJ/mol. For the max |F|, the calculation gives 10.96 eV Å⁻¹. As for the multiplicity: 1.

=====

[3]
ORCA calculation (ωB97M-V/def2-TZVPD) on a molecular structure, C30H45ClN9OW in a non-equilibrium geometry.

Cartesian coordinates (Å):
W (-0.24417, -0.13787, 0.15284)
C (1.10421, 3.26228, 0.11672)
N (-0.20537, 3.50688, 0.68959)
C (-0.65570, 4.90480, 0.74893)
C (-1.75586, 4.86519, 1.80384)
N (-2.00389, 3.42117, 1.94750)
C (-3.24297, 3.02120, 2.61757)
C (-1.00822, 2.70542, 1.40395)
N (-0.86156, 1.35811, 1.49138)
C (-1.44566, 0.67938, 2.67658)
C (-0.75030, -0.63262, 3.01638)
N (-0.49987, -1.44508, 1.80724)
C (-0.51214, -2.78442, 1.85268)
N (-1.00243, -3.59440, 2.80322)
C (-1.90754, -3.31064, 3.92030)
C (-0.92517, -5.00876, 2.39339)
C (-0.08645, -4.96530, 1.12536)
N (-0.05319, -3.53219, 0.80580)
C (1.00187, -3.11746, -0.08156)
H (1.86592, 3.81228, 0.67242)
H (1.11168, 3.62217, -0.91401)
H (1.35062, 2.20728, 0.12855)
H (-1.02226, 5.22428, -0.22808)
H (0.17880, 5.54544, 1.02806)
H (-2.66762, 5.35063, 1.46361)
H (-1.46827, 5.30420, 2.75954)
H (-3.95424, 3.83149, 2.47753)
H (-3.10082, 2.87803, 3.68762)
H (-3.67621, 2.13364, 2.17013)
H (-2.49928, 0.46123, 2.50958)
H (-1.38704, 1.30843, 3.56469)
H (-1.41530, -1.11968, 3.71264)
H (0.19233, -0.46323, 3.53435)
H (-1.40172, -2.80609, 4.73898)
H (-2.25400, -4.26906, 4.29744)
H (-2.78427, -2.74908, 3.59807)
H (-1.93181, -5.38553, 2.21204)
H (-0.46974, -5.60141, 3.18353)
H (-0.52789, -5.53012, 0.30727)
H (0.92921, -5.33067, 1.29166)
H (0.88308, -3.59188, -1.05479)
H (1.98952, -3.35302, 0.32420)
H (0.94679, -2.03964, -0.26214)
O (1.80294, 0.10325, -1.43304)
C (1.49579, 0.70195, -2.69547)
C (0.23317, 1.51239, -2.60826)
C (-0.12799, 2.28513, -3.69942)
C (-1.30487, 3.00706, -3.66472)
C (-2.09089, 2.93323, -2.52266)
C (-1.66208, 2.14813, -1.47835)
N (-0.51120, 1.44028, -1.49642)
H (2.59867, 0.52156, -1.08267)
H (1.39631, -0.08148, -3.44755)
H (2.31682, 1.34756, -3.00885)
H (0.51637, 2.30867, -4.56984)
H (-1.60741, 3.60941, -4.51148)
H (-3.03125, 3.46118, -2.44541)
H (-2.27025, 2.05392, -0.59026)
Cl (-2.83570, -0.49780, 0.18696)
C (-3.22391, -0.51241, -1.54819)
C (-4.47761, -0.17890, -2.00356)
C (-4.64831, -0.15977, -3.38438)
C (-3.58526, -0.46488, -4.22472)
C (-2.34182, -0.81427, -3.70564)
C (-2.14080, -0.85051, -2.33216)
C (-0.87359, -1.26061, -1.64895)
H (-5.28759, 0.06360, -1.32897)
H (-5.61480, 0.09552, -3.79689)
H (-3.72909, -0.44470, -5.29684)
H (-1.53224, -1.08312, -4.37423)
H (-0.05527, -1.32021, -2.36840)
H (-1.03071, -2.27238, -1.25248)
C (4.99460, -1.74839, 1.60797)
C (3.83111, -0.82873, 1.76683)
C (3.53742, 0.12841, 2.71159)
C (2.31883, 0.70648, 2.34342)
N (1.85945, 0.13560, 1.20271)
N (2.80728, -0.80517, 0.90017)
C (1.71935, 1.84586, 3.11100)
H (5.77558, -1.47860, 2.31376)
H (5.41458, -1.69751, 0.60283)
H (4.70557, -2.78182, 1.80425)
H (4.14194, 0.40234, 3.56048)
H (2.76071, -1.30207, 0.02675)
H (2.48166, 2.22456, 3.78875)
H (0.87069, 1.55270, 3.72292)
H (1.41198, 2.66743, 2.47391)

The value obtained for the gap between HOMO and LUMO (spin up / spin down) is 7.24 / 7.92 eV. The relative energy (zero: lowest compared OMol25 entry of this formula, charge and spin) is 45.1 kJ/mol. For the max |F|, the calculation gives 1.22 eV Å⁻¹. Its charge is +3. As for the multiplicity: 3.

=====

[4]
ORCA calculation (ωB97M-V/def2-TZVPD) on a gas-phase ion, C3H4O2S (charge -2) in a non-equilibrium geometry.

Cartesian coordinates (Å):
O (1.98961, 1.26977, -0.40141)
C (1.34035, 0.41553, 0.34647)
O (1.63920, 0.32164, 1.57479)
C (0.30204, -0.49190, -0.32795)
C (-1.14522, 0.20118, 0.04012)
S (-2.34524, -0.65799, -1.02256)
H (0.25212, -1.32170, 0.27305)
H (0.49445, -0.76606, -1.33914)
H (-1.27208, -0.10275, 1.12549)
H (-1.25523, 1.13227, -0.26885)

The SMILES is O=C([O-])CC[S-]. The value obtained for the gap between HOMO and LUMO is 5.39 eV. The relative energy (zero: lowest compared OMol25 entry of this formula, charge and spin) is 109.9 kJ/mol. For the max |F|, the calculation gives 6.88 eV Å⁻¹. Its charge is -2. As for the multiplicity: 1.